1.
Below is the molecule C4H7NO4S2 at a distorted geometry, with properties calculated with ωB97M-V with the def2-TZVPD basis set.

Atoms and positions in Å:
C  1.666  -0.616  -0.052
C  0.818  0.441  -0.239
C  0.406  2.640  1.015
C  -2.338  -1.644  -1.380
N  1.097  -1.773  0.296
O  -0.254  -1.835  0.151
O  1.683  -2.798  0.589
O  2.760  2.232  -0.067
O  -2.094  0.004  0.769
S  1.329  2.030  -0.443
S  -1.847  -1.397  0.471
H  2.694  -0.698  -0.018
H  0.766  3.727  0.925
H  0.970  2.160  1.873
H  -0.642  2.517  1.099
H  -3.136  -0.903  -1.523
H  -2.476  -2.701  -1.610
H  -1.403  -1.388  -1.857

Summary:
Energy relative to the best compared isomer or geometry (same formula, charge and spin) (kJ/mol): 577.3
2S+1: 1
LUMO level (alpha / beta) (eV): -1.832 / -1.830
Net charge: 0
E_HOMO (alpha / beta) (eV): -8.62 / -8.62


2.
Below is a cluster of 2 separate species, C4H11NOS in total at a distorted geometry, with properties calculated with ωB97M-V with the def2-TZVPD basis set.

Atoms and positions in Å:
C  0.076  0.905  -0.860
C  3.028  -0.069  -0.378
C  -1.663  -1.292  0.652
C  1.915  0.674  0.380
N  -2.288  0.465  -1.270
O  -1.557  1.357  1.071
S  -1.261  0.390  0.066
H  0.594  0.136  -1.389
H  2.816  -1.210  -0.384
H  3.911  -0.067  0.261
H  3.108  0.348  -1.333
H  -1.070  -1.177  1.558
H  -2.647  -1.616  0.897
H  -1.142  -1.988  0.026
H  1.564  0.219  1.252
H  2.275  1.721  0.550
H  -3.022  1.101  -1.157
H  -1.648  1.008  -1.901

Summary:
Energy relative to the best compared isomer or geometry (same formula, charge and spin) (kJ/mol): 677.6
2S+1: 1
LUMO level (eV): 0.715
Net charge: 0
E_HOMO (eV): -8.40


3.
Below is a cluster of 4 separate species, C4H13NO2 in total at a distorted geometry, with properties calculated with ωB97M-V with the def2-TZVPD basis set.

Atoms and positions in Å:
C  1.703  0.517  0.196
C  0.200  0.391  0.748
C  -0.003  -1.039  1.050
C  -1.172  -1.899  0.341
N  2.042  1.948  -0.293
H  1.745  -0.203  -0.525
H  2.301  0.176  0.962
H  -0.489  0.736  -0.027
H  0.145  0.991  1.604
H  0.588  -1.521  1.910
H  -2.123  -1.337  -0.184
H  -1.242  -2.976  0.796
H  2.609  2.511  0.332
H  1.231  2.484  -0.743
H  0.039  -1.396  -0.372
H  0.824  -2.433  -1.959
O  1.214  -2.501  -1.074
H  -2.791  2.272  -1.412
H  -3.848  1.754  -0.481
O  -2.972  1.526  -0.868

Summary:
Energy relative to the best compared isomer or geometry (same formula, charge and spin) (kJ/mol): 709.3
2S+1: 1
LUMO level (eV): -0.597
Net charge: 0
E_HOMO (eV): -7.58


4.
Below is a structure of composition C37H49GeN6SY at a distorted geometry, with properties calculated with ωB97M-V with the def2-TZVPD basis set.

Atoms and positions in Å:
Y  0.303  1.013  0.660
C  4.077  -0.387  0.266
C  3.139  -0.088  -0.887
N  2.337  1.170  -0.731
C  3.210  2.335  -0.433
C  3.211  2.628  1.054
N  1.833  2.989  1.435
C  1.789  3.579  2.802
C  1.762  2.551  3.915
C  0.385  1.933  4.116
N  -0.017  0.898  3.125
C  0.332  -0.477  3.550
C  1.767  -0.801  3.242
N  1.995  -0.628  1.789
C  3.427  -0.995  1.508
H  4.816  -1.099  -0.104
H  4.661  0.494  0.524
H  3.717  -0.010  -1.812
H  2.435  -0.906  -1.017
H  1.930  1.325  -1.653
H  4.223  2.175  -0.806
H  2.820  3.203  -0.972
H  3.522  1.765  1.640
H  3.911  3.440  1.272
H  1.590  3.756  0.814
H  2.640  4.255  2.917
H  0.891  4.192  2.869
H  2.531  1.796  3.755
H  2.039  3.055  4.842
H  0.311  1.500  5.117
H  -0.362  2.729  4.065
H  -1.042  0.882  3.115
H  0.121  -0.624  4.613
H  -0.322  -1.159  2.998
H  2.455  -0.149  3.776
H  1.999  -1.822  3.560
H  1.454  -1.379  1.347
H  4.004  -0.709  2.387
H  3.484  -2.085  1.456
C  -0.895  3.479  -0.956
C  -0.591  4.294  0.128
C  -1.273  4.128  1.332
C  -2.244  3.141  1.454
C  -2.587  2.360  0.351
C  -1.917  2.531  -0.853
H  -0.410  3.640  -1.912
H  0.123  5.101  0.012
H  -1.089  4.802  2.157
H  -2.792  3.024  2.380
H  -3.412  1.666  0.417
H  -2.238  1.984  -1.729
S  -2.615  -0.277  1.888
C  -2.792  -1.823  2.603
N  -3.610  -1.938  3.686
C  -3.879  -3.116  4.288
C  -3.297  -4.247  3.796
C  -2.469  -4.083  2.678
N  -2.214  -2.920  2.103
H  -4.078  -1.094  3.996
H  -4.553  -3.084  5.133
H  -3.474  -5.213  4.242
H  -1.998  -4.948  2.224
C  0.684  -2.914  -0.457
Ge  -0.190  -1.305  -1.236
C  -2.011  -1.912  -1.659
C  -3.148  -1.150  -1.406
C  -4.418  -1.615  -1.719
C  -4.571  -2.866  -2.301
C  -3.450  -3.638  -2.570
C  -2.186  -3.163  -2.252
C  0.596  -1.203  -3.073
C  1.739  -1.985  -3.370
C  2.354  -1.979  -4.603
C  1.864  -1.156  -5.621
C  0.724  -0.367  -5.408
C  0.189  0.402  -6.458
C  -0.989  1.115  -6.284
C  -1.644  1.062  -5.063
C  -1.117  0.326  -4.003
C  0.075  -0.395  -4.138
H  0.602  -3.773  -1.123
H  0.132  -3.170  0.452
H  1.742  -2.806  -0.207
H  -3.051  -0.173  -0.948
H  -5.288  -1.008  -1.506
H  -5.557  -3.233  -2.550
H  -3.562  -4.609  -3.034
H  -1.328  -3.787  -2.480
H  2.133  -2.640  -2.602
H  3.208  -2.615  -4.796
H  2.351  -1.143  -6.588
H  0.694  0.417  -7.416
H  -1.400  1.688  -7.103
H  -2.586  1.580  -4.935
H  -1.667  0.267  -3.074

Summary:
Energy relative to the best compared isomer or geometry (same formula, charge and spin) (kJ/mol): 145.2
2S+1: 2
LUMO level (alpha / beta) (eV): -7.450 / -10.408
⟨S²⟩: 0.774
Net charge: +3
E_HOMO (alpha / beta) (eV): -15.23 / -15.18


Look up the energy relative to the best compared isomer or geometry (same formula, charge and spin) of the second one. 677.6 kJ/mol


Repeat the second record exactly.
Below is a cluster of 2 separate species, C4H11NOS in total at a distorted geometry, with properties calculated with ωB97M-V with the def2-TZVPD basis set.

Atoms and positions in Å:
C  0.076  0.905  -0.860
C  3.028  -0.069  -0.378
C  -1.663  -1.292  0.652
C  1.915  0.674  0.380
N  -2.288  0.465  -1.270
O  -1.557  1.357  1.071
S  -1.261  0.390  0.066
H  0.594  0.136  -1.389
H  2.816  -1.210  -0.384
H  3.911  -0.067  0.261
H  3.108  0.348  -1.333
H  -1.070  -1.177  1.558
H  -2.647  -1.616  0.897
H  -1.142  -1.988  0.026
H  1.564  0.219  1.252
H  2.275  1.721  0.550
H  -3.022  1.101  -1.157
H  -1.648  1.008  -1.901

Summary:
Energy relative to the best compared isomer or geometry (same formula, charge and spin) (kJ/mol): 677.6
2S+1: 1
LUMO level (eV): 0.715
Net charge: 0
E_HOMO (eV): -8.40